Molecular formula: C67H151OP4
Method: DFT, ωB97M-V/def2-TZVPD

calculated total energy	-111106.4028	eV
maximum force	0.0684	hartree/bohr
total charge	+3
molecular weight	1096.84	g/mol

Each line ends with the Löwdin charge.
Atoms and positions in Å:
C1 1.667 -20.696 2.166  -0.126
C2 0.235 -20.474 1.907  -0.638
C3 -0.022 -20.248 0.352  -0.050
O1 -0.710 -21.232 2.670  -0.330
H1 2.107 -21.546 1.645  0.050
H2 1.928 -21.054 3.163  0.071
H3 2.369 -19.889 1.955  0.054
H4 0.172 -19.435 2.232  0.076
H5 0.048 -21.269 -0.024  0.049
H6 0.766 -19.601 -0.033  0.036
H7 -1.003 -19.795 0.213  0.059
C4 -4.786 -15.311 7.397  -0.118
C5 -5.284 -16.722 7.460  -0.252
C6 -4.805 -17.687 6.299  -0.194
C7 -3.262 -17.869 6.187  -0.294
P1 -2.548 -18.908 4.961  1.043
C8 -2.975 -18.427 3.224  -0.228
C9 -3.287 -16.934 2.937  -0.227
C10 -4.350 -16.654 1.840  -0.219
C11 -3.618 -16.456 0.482  -0.101
C12 -0.747 -18.654 5.278  -0.231
C13 -0.120 -17.236 4.931  -0.215
C14 1.303 -17.016 5.339  -0.267
C15 2.304 -17.782 4.526  -0.115
C16 -2.949 -20.642 5.437  -0.246
C17 -2.204 -21.361 6.623  -0.187
C18 -2.927 -21.101 7.975  -0.248
C19 -4.423 -21.199 8.052  -0.104
H8 -5.024 -14.902 6.415  0.079
H9 -3.714 -15.224 7.574  0.069
H10 -5.275 -14.718 8.170  0.085
H11 -6.371 -16.657 7.514  0.111
H12 -5.019 -17.143 8.430  0.106
H13 -5.127 -17.212 5.373  0.090
H14 -5.363 -18.619 6.392  0.092
H15 -2.921 -18.316 7.122  0.090
H16 -2.830 -16.868 6.192  0.087
H17 -3.918 -18.936 3.026  0.091
H18 -2.338 -18.942 2.505  0.080
H19 -2.304 -16.529 2.698  0.100
H20 -3.730 -16.485 3.826  0.086
H21 -4.827 -15.710 2.102  0.103
H22 -5.158 -17.385 1.817  0.110
H23 -4.199 -16.350 -0.434  0.070
H24 -3.141 -17.426 0.342  0.046
H25 -2.840 -15.699 0.385  0.073
H26 -0.300 -19.400 4.622  0.071
H27 -0.567 -18.930 6.317  0.093
H28 -0.673 -16.418 5.394  0.104
H29 -0.326 -17.222 3.861  0.094
H30 1.547 -17.132 6.395  0.124
H31 1.511 -15.966 5.134  0.111
H32 2.195 -17.700 3.444  0.054
H33 2.103 -18.841 4.689  0.066
H34 3.331 -17.664 4.872  0.077
H35 -2.619 -21.074 4.492  0.058
H36 -4.022 -20.813 5.357  0.086
H37 -1.155 -21.066 6.645  0.094
H38 -2.014 -22.412 6.404  0.088
H39 -2.689 -20.087 8.295  0.089
H40 -2.500 -21.780 8.714  0.114
H41 -4.809 -20.699 8.940  0.087
H42 -4.673 -22.260 8.053  0.080
H43 -4.996 -20.741 7.246  0.048
C20 2.106 -17.184 -5.719  -0.067
C21 2.416 -18.573 -4.986  -0.201
C22 1.226 -19.642 -5.156  -0.270
C23 1.470 -20.936 -4.399  -0.262
P2 0.000 -22.038 -4.621  1.099
C24 -0.970 -21.680 -3.086  -0.269
C25 -2.399 -22.196 -2.921  -0.260
C26 -3.242 -21.725 -1.732  -0.223
C27 -3.631 -20.185 -1.735  -0.075
C28 0.273 -23.918 -4.662  -0.193
C29 1.544 -24.334 -3.832  -0.232
C30 1.179 -24.911 -2.535  -0.303
C31 0.898 -26.412 -2.482  -0.085
C32 -1.146 -21.529 -6.012  -0.259
C33 -0.597 -21.967 -7.354  -0.256
C34 -1.696 -22.427 -8.370  -0.211
C35 -2.560 -21.177 -8.649  -0.106
H44 2.874 -17.047 -6.481  0.071
H45 2.101 -16.359 -5.007  0.057
H46 1.141 -17.273 -6.217  0.066
H47 2.716 -18.465 -3.944  0.078
H48 3.212 -19.025 -5.578  0.095
H49 1.257 -19.857 -6.224  0.102
H50 0.283 -19.136 -4.946  0.101
H51 1.639 -20.666 -3.356  0.099
H52 2.378 -21.337 -4.849  0.103
H53 -1.242 -20.640 -3.267  0.080
H54 -0.445 -21.593 -2.134  0.075
H55 -2.359 -23.255 -2.666  0.089
H56 -2.922 -22.038 -3.865  0.103
H57 -2.665 -22.078 -0.878  0.094
H58 -4.165 -22.304 -1.759  0.108
H59 -4.248 -20.036 -2.622  0.073
H60 -2.778 -19.542 -1.952  0.048
H61 -4.103 -19.821 -0.822  0.064
H62 0.266 -24.206 -5.713  0.082
H63 -0.645 -24.236 -4.168  0.081
H64 2.217 -23.477 -3.813  0.092
H65 2.058 -25.140 -4.355  0.123
H66 0.332 -24.415 -2.060  0.090
H67 2.012 -24.728 -1.857  0.110
H68 0.405 -26.771 -1.578  0.060
H69 1.812 -26.994 -2.600  0.084
H70 0.329 -26.682 -3.372  0.082
H71 -1.260 -20.475 -5.759  0.090
H72 -2.070 -22.058 -5.780  0.092
H73 0.188 -22.711 -7.222  0.085
H74 0.013 -21.176 -7.789  0.110
H75 -2.334 -23.223 -7.988  0.112
H76 -1.244 -22.658 -9.335  0.111
H77 -2.138 -20.275 -9.094  0.084
H78 -2.987 -20.895 -7.687  0.059
H79 -3.364 -21.501 -9.309  0.080
C36 11.284 -16.136 1.035  -0.098
C37 10.140 -16.963 0.441  -0.261
C38 8.715 -16.443 0.750  -0.263
C39 7.676 -17.222 -0.070  -0.230
P3 5.962 -16.889 0.686  1.054
C40 4.490 -16.946 -0.302  -0.276
C41 3.191 -16.615 0.535  -0.219
C42 1.949 -17.027 -0.261  -0.245
C43 1.774 -16.396 -1.665  -0.081
C44 5.840 -15.158 1.367  -0.258
C45 5.957 -13.991 0.297  -0.207
C46 5.569 -12.561 0.849  -0.263
C47 5.658 -11.512 -0.195  -0.120
C48 5.880 -17.987 2.178  -0.232
C49 6.090 -19.473 1.711  -0.222
C50 5.459 -20.669 2.515  -0.235
C51 5.801 -20.707 4.020  -0.089
H80 12.100 -16.857 1.075  0.082
H81 11.009 -15.762 2.021  0.074
H82 11.537 -15.210 0.519  0.079
H83 10.187 -17.927 0.947  0.109
H84 10.336 -16.970 -0.632  0.117
H85 8.781 -15.427 0.361  0.107
H86 8.499 -16.484 1.818  0.108
H87 7.925 -18.282 -0.118  0.086
H88 7.780 -17.019 -1.136  0.100
H89 4.424 -17.979 -0.640  0.091
H90 4.629 -16.432 -1.253  0.097
H91 3.180 -15.551 0.768  0.105
H92 3.249 -16.984 1.559  0.072
H93 1.084 -16.703 0.317  0.116
H94 2.168 -18.089 -0.377  0.082
H95 0.923 -16.952 -2.057  0.075
H96 2.684 -16.521 -2.253  0.050
H97 1.585 -15.323 -1.643  0.085
H98 6.675 -14.958 2.038  0.087
H99 5.042 -15.093 2.107  0.093
H100 5.352 -14.198 -0.586  0.094
H101 6.982 -13.919 -0.066  0.098
H102 6.113 -12.313 1.761  0.116
H103 4.537 -12.706 1.169  0.105
H104 6.628 -11.206 -0.586  0.086
H105 5.380 -10.607 0.344  0.081
H106 4.920 -11.598 -0.992  0.083
H107 4.837 -17.840 2.457  0.058
H108 6.352 -17.640 3.097  0.105
H109 7.150 -19.703 1.821  0.107
H110 5.797 -19.620 0.671  0.095
H111 5.830 -21.613 2.116  0.104
H112 4.388 -20.612 2.324  0.067
H113 6.050 -19.706 4.372  0.062
H114 6.676 -21.331 4.199  0.081
H115 4.965 -21.087 4.606  0.061
C52 3.891 -23.814 3.963  -0.087
C53 3.563 -24.111 2.493  -0.239
C54 2.345 -25.085 2.456  -0.212
C55 1.059 -24.451 3.096  -0.266
P4 -0.468 -25.365 2.941  1.032
C56 -0.918 -25.311 1.123  -0.214
C57 -2.037 -26.314 0.613  -0.209
C58 -2.608 -26.040 -0.803  -0.259
C59 -3.331 -27.281 -1.332  -0.096
C60 -0.099 -27.050 3.405  -0.232
C61 0.857 -27.364 4.650  -0.213
C62 0.347 -26.862 5.913  -0.323
C63 -0.836 -27.645 6.406  -0.104
C64 -1.695 -24.591 4.073  -0.251
C65 -3.173 -24.814 3.740  -0.243
C66 -4.051 -24.404 4.935  -0.246
C67 -5.576 -24.459 4.615  -0.086
H116 4.805 -23.220 3.945  0.046
H117 4.031 -24.675 4.618  0.090
H118 3.154 -23.078 4.282  0.065
H119 4.292 -24.784 2.041  0.107
H120 3.485 -23.203 1.895  0.084
H121 2.645 -26.008 2.954  0.095
H122 2.184 -25.277 1.396  0.094
H123 0.934 -23.466 2.646  0.079
H124 1.094 -24.208 4.158  0.095
H125 0.011 -25.502 0.586  0.064
H126 -1.045 -24.264 0.848  0.090
H127 -2.840 -26.291 1.350  0.091
H128 -1.628 -27.322 0.540  0.102
H129 -1.798 -25.874 -1.513  0.073
H130 -3.233 -25.147 -0.790  0.102
H131 -4.291 -27.264 -0.816  0.078
H132 -2.892 -28.223 -1.006  0.076
H133 -3.523 -27.331 -2.404  0.078
H134 0.394 -27.326 2.473  0.086
H135 -0.925 -27.758 3.473  0.104
H136 1.780 -26.785 4.668  0.092
H137 1.133 -28.418 4.620  0.133
H138 0.201 -25.785 5.997  0.097
H139 1.020 -27.019 6.756  0.124
H140 -1.122 -27.365 7.420  0.085
H141 -0.576 -28.704 6.406  0.088
H142 -1.713 -27.618 5.759  0.064
H143 -1.540 -23.514 4.003  0.078
H144 -1.455 -24.759 5.123  0.083
H145 -3.534 -25.820 3.522  0.104
H146 -3.346 -24.191 2.863  0.118
H147 -3.819 -23.383 5.239  0.071
H148 -3.823 -24.970 5.838  0.114
H149 -5.692 -25.410 4.096  0.062
H150 -5.989 -23.766 3.883  0.073
H151 -6.281 -24.611 5.433  0.075